[1]
7
Properties=species:S:1:pos:R:3:forces:R:3:lowdin_charge:R:1 method="wB97M-V/def2-TZVPD" homo_ev=-9.392 e_tot_ha=-1035.59860 orbital_gap_ev=8.35 smiles="F[C@@H](Cl)C=S"
C 0.568 0.449 -0.386 -2.1 -0.1 3.1 -0.77
C -0.851 0.506 0.545 0.8 -2.0 -4.3 -0.57
H 0.432 0.346 -1.436 -0.5 0.4 -0.7 0.07
H -0.700 0.996 1.487 -0.2 0.2 0.5 0.04
F 1.294 1.536 -0.049 0.2 0.4 -0.3 -0.05
S -2.167 -0.248 -0.123 1.8 1.4 1.5 0.66
Cl 1.470 -0.996 0.083 0.1 -0.3 0.2 0.62

[2]
120
Properties=species:S:1:pos:R:3:forces:R:3:lowdin_charge:R:1 method="wB97M-V/def2-TZVPD" homo_ev=-8.763 e_tot_ha=-6261.55024 orbital_gap_ev=7.03 smiles="C#Cc1cc(P(O)I)c([C@H](Cl)CC)c2c1Sc1c(O)c(CP(=O)(O)O)c(B(O)O)c(Cl)c1N2.O=C1C=C(O)C(=O)C=C1O.O=C1C=C(O)C(=O)C=C1O.O=C1C=C(O)C(=O)C=C1O.O=C1C=C(O)C(=O)C=C1O.O=C1C=C(O)C(=O)C=C1O"
C 2.435 0.986 -1.382 -0.7 -1.2 -0.1 0.14
C 1.717 0.023 -1.191 0.6 0.8 -0.1 -0.11
C 0.836 -1.081 -0.856 0.4 0.7 -0.1 -0.26
C 1.042 -2.367 -1.316 -0.2 -0.2 0.1 -0.08
C 0.165 -3.391 -0.934 0.7 0.1 -0.8 -0.36
P 0.573 -5.079 -1.602 -0.8 -1.2 0.2 0.54
O 0.385 -5.000 -3.258 0.1 1.0 1.1 -0.36
I 2.998 -5.368 -1.180 -0.2 0.4 -0.2 0.39
C -0.954 -3.163 -0.104 -0.4 0.1 -0.5 -0.18
C -1.842 -4.365 0.205 0.1 -0.3 1.0 -0.64
Cl -3.605 -4.000 0.177 0.5 -0.3 -0.2 0.62
C -1.384 -4.997 1.570 0.7 -0.4 -0.5 -0.23
C -1.168 -6.537 1.485 -0.1 0.0 -0.1 -0.10
C -1.166 -1.848 0.387 0.5 -0.7 -0.4 -0.19
C -0.253 -0.861 -0.008 -1.0 0.7 0.5 -0.36
S -0.533 0.795 0.597 0.0 0.3 -0.2 1.10
C -2.319 0.869 0.596 1.0 -1.6 0.3 -0.33
C -2.970 2.033 0.265 0.0 0.7 -0.1 -0.31
O -2.223 3.151 -0.043 -0.3 -0.6 -0.3 0.00
C -4.358 2.097 0.239 0.2 -0.5 0.9 -0.17
C -5.023 3.407 -0.177 -0.3 -1.0 -0.9 -0.10
P -5.410 3.267 -1.987 1.3 0.7 -0.5 0.52
O -5.209 4.521 -2.715 -0.4 0.3 0.2 -0.28
O -6.874 2.586 -2.181 1.4 -0.1 0.3 -0.11
O -4.286 2.192 -2.562 -1.7 0.1 0.5 -0.13
C -5.052 0.919 0.580 -0.4 0.7 -0.2 -0.06
B -6.652 0.956 0.582 0.0 -0.3 0.0 -0.66
O -7.380 0.181 -0.318 0.2 0.0 0.9 0.11
O -7.307 1.757 1.484 0.1 0.1 -0.7 0.19
C -4.365 -0.258 0.908 -0.2 0.1 -0.3 -0.47
Cl -5.372 -1.652 1.282 0.4 0.4 0.2 0.72
C -2.966 -0.329 0.925 -1.0 0.3 -0.1 -0.25
N -2.259 -1.534 1.279 0.4 0.7 -0.2 0.05
H 3.101 1.793 -1.625 -0.2 -0.2 0.1 0.04
H 1.884 -2.586 -1.977 -0.2 0.1 0.3 0.09
H -0.016 -4.138 -3.462 0.2 -0.1 -0.4 0.05
H -1.715 -5.154 -0.549 0.0 0.5 0.1 0.04
H -2.041 -4.714 2.404 0.2 0.0 -0.4 0.11
H -0.374 -4.584 1.752 -0.5 0.1 0.2 0.10
H -0.248 -6.834 2.016 -0.5 0.1 0.0 0.08
H -1.019 -6.865 0.445 -0.1 0.2 0.3 0.02
H -2.022 -7.108 1.875 0.3 0.2 -0.1 0.08
H -2.058 3.085 -1.004 0.4 0.6 0.2 0.08
H -5.956 3.617 0.362 0.3 0.0 -0.2 0.10
H -4.336 4.261 -0.111 -0.2 -0.3 0.0 0.11
H -6.824 2.012 -2.959 -0.6 0.0 0.1 0.09
H -4.782 1.526 -3.059 0.6 -0.3 0.0 0.07
H -7.643 -0.626 0.148 -0.2 0.0 -0.4 0.09
H -6.720 2.433 1.841 -0.1 -0.3 0.4 0.10
H -1.904 -1.408 2.230 0.0 -0.2 -0.1 0.15
C 1.061 4.215 -2.431 -0.2 -0.1 0.1 0.08
C 2.141 4.770 -2.993 0.1 -0.4 0.4 -0.22
C 2.018 5.781 -4.098 -0.4 0.3 -0.3 -0.31
O 3.024 6.275 -4.568 0.3 -0.2 0.3 0.11
C 0.679 6.125 -4.565 0.3 0.0 0.0 0.08
C -0.400 5.565 -4.003 -0.3 0.4 -0.5 -0.23
C -0.271 4.579 -2.885 0.5 -0.3 0.3 -0.28
O -1.281 4.110 -2.395 -0.4 0.1 -0.3 0.10
O -1.638 5.854 -4.407 0.2 -0.4 0.5 0.12
O 3.377 4.447 -2.593 -0.1 0.4 -0.5 0.10
H 1.134 3.488 -1.633 0.0 0.0 0.0 0.12
H 0.603 6.840 -5.372 0.0 0.0 0.0 0.14
H -2.240 5.326 -3.847 -0.2 0.1 -0.1 0.12
H 3.986 4.977 -3.143 0.1 -0.1 0.0 0.11
C 8.622 4.623 -2.904 -0.2 0.1 -0.1 0.08
C 9.354 4.785 -1.795 0.2 -0.4 -0.4 -0.23
C 9.040 5.857 -0.795 -0.3 0.5 0.2 -0.31
O 9.727 5.947 0.204 0.2 -0.3 -0.1 0.11
C 7.921 6.749 -1.074 0.2 -0.1 0.1 0.08
C 7.191 6.589 -2.184 -0.2 0.5 0.4 -0.23
C 7.490 5.500 -3.169 0.4 -0.4 -0.1 -0.32
O 6.780 5.391 -4.152 -0.3 0.2 0.1 0.11
O 6.160 7.388 -2.476 0.2 -0.5 -0.3 0.11
O 10.399 4.004 -1.517 -0.2 0.4 0.3 0.11
H 8.837 3.852 -3.631 0.0 0.0 0.0 0.14
H 7.714 7.530 -0.355 0.0 0.0 0.0 0.14
H 5.803 7.064 -3.327 0.0 0.1 0.0 0.11
H 10.751 4.327 -0.666 0.0 -0.1 0.0 0.12
C -1.588 5.654 5.225 -0.2 -0.1 0.0 0.08
C -0.458 5.874 4.541 -0.1 0.4 0.5 -0.23
C -0.057 5.004 3.388 -0.1 -0.4 -0.3 -0.31
O 0.971 5.261 2.789 0.1 0.3 0.2 0.11
C -0.921 3.884 3.040 0.2 0.1 0.0 0.08
C -2.048 3.662 3.725 0.2 -0.3 -0.4 -0.22
C -2.463 4.547 4.860 0.1 0.4 0.3 -0.31
O -3.508 4.310 5.437 -0.1 -0.3 -0.2 0.11
O -2.865 2.644 3.438 -0.1 0.3 0.3 0.11
O 0.370 6.875 4.845 0.1 -0.3 -0.4 0.11
H -1.890 6.276 6.056 0.0 0.0 0.0 0.14
H -0.611 3.255 2.217 0.0 0.0 0.0 0.10
H -3.600 2.709 4.076 0.0 -0.1 0.0 0.12
H 1.103 6.815 4.203 0.0 0.1 0.0 0.12
C -2.904 -10.496 -1.210 0.1 0.2 0.0 0.08
C -2.596 -11.710 -1.684 -0.5 0.0 0.3 -0.24
C -1.334 -11.955 -2.455 0.5 0.2 -0.3 -0.32
O -1.096 -13.082 -2.846 -0.3 -0.1 0.1 0.11
C -0.451 -10.823 -2.704 -0.1 -0.2 0.0 0.08
C -0.759 -9.608 -2.233 0.6 0.0 -0.4 -0.23
C -2.009 -9.370 -1.439 -0.5 -0.2 0.2 -0.30
O -2.236 -8.251 -1.021 0.2 0.1 -0.2 0.09
O 0.026 -8.551 -2.446 -0.6 0.0 0.3 0.09
O -3.390 -12.765 -1.497 0.5 0.0 -0.3 0.11
H -3.810 -10.308 -0.651 0.0 0.0 0.0 0.14
H 0.446 -11.009 -3.277 0.0 0.0 0.0 0.14
H -0.409 -7.796 -2.000 0.2 0.1 0.0 0.07
H -2.941 -13.514 -1.933 0.0 0.0 0.0 0.12
C 3.604 -2.234 4.907 0.1 0.0 -0.2 0.08
C 2.410 -1.961 5.445 0.4 -0.3 0.4 -0.24
C 1.325 -1.296 4.652 -0.1 0.2 -0.5 -0.31
O 0.250 -1.088 5.185 0.1 -0.1 0.3 0.11
C 1.611 -0.923 3.275 -0.2 -0.1 0.2 0.07
C 2.807 -1.193 2.736 -0.4 0.3 -0.3 -0.22
C 3.883 -1.883 3.519 0.2 -0.2 0.5 -0.31
O 4.944 -2.119 2.976 -0.1 0.2 -0.3 0.12
O 3.105 -0.865 1.479 0.3 -0.3 0.4 0.11
O 2.117 -2.266 6.711 -0.3 0.2 -0.3 0.11
H 4.393 -2.716 5.467 0.0 0.0 0.0 0.14
H 0.825 -0.428 2.720 0.0 0.0 0.0 0.09
H 4.022 -1.168 1.336 0.0 0.0 -0.1 0.13
H 1.198 -1.968 6.849 0.0 0.0 0.1 0.12

[3]
18
Properties=species:S:1:pos:R:3:forces:R:3:lowdin_charge:R:1 method="wB97M-V/def2-TZVPD" homo_ev=-8.507 e_tot_ha=-632.99348 orbital_gap_ev=9.53 smiles=CCO.CSC
C -4.816 -1.583 1.782 -0.3 0.6 -0.2 -0.43
S -4.722 0.165 2.272 0.2 -0.2 -0.1 0.72
C -5.180 0.959 0.717 -0.8 0.2 0.0 -0.44
H -3.921 -1.885 1.250 0.1 -0.2 0.2 0.03
H -5.027 -2.158 2.672 0.4 -0.2 0.2 0.02
H -5.676 -1.710 1.135 -0.2 0.0 -0.2 0.03
H -4.471 1.668 0.334 0.6 0.3 0.1 0.02
H -6.116 1.495 0.884 0.0 0.0 -0.1 0.03
H -5.352 0.248 -0.080 0.0 -0.4 0.0 0.03
C 4.597 0.739 -1.131 0.6 -0.1 -0.5 -0.31
O 4.655 1.054 -2.529 0.1 0.1 0.1 -0.09
C 5.738 -0.209 -0.745 -1.0 0.2 -0.5 -0.09
H 3.627 0.301 -0.898 -0.1 0.1 0.2 0.11
H 4.716 1.690 -0.620 -0.2 0.1 0.2 0.10
H 3.999 0.543 -3.002 -0.1 -0.1 0.0 0.07
H 5.604 -1.127 -1.312 0.1 -0.2 0.1 0.07
H 5.664 -0.419 0.318 0.4 -0.1 0.1 0.07
H 6.682 0.229 -1.047 0.2 0.1 0.3 0.07

[4]
59
Properties=species:S:1:pos:R:3:forces:R:3:lowdin_charge:R:1 method="wB97M-V/def2-TZVPD" homo_ev=-6.452 e_tot_ha=-7145.73813 orbital_gap_ev=5.97
Ti -0.199 0.413 -0.385 -0.2 0.6 0.2 0.72
C -4.169 1.584 1.226 0.0 0.0 0.0 -0.08
C -4.446 0.475 2.016 0.0 0.0 0.0 -0.08
C -3.531 -0.560 2.100 0.0 0.1 -0.1 -0.03
C -2.327 -0.488 1.392 0.0 -0.2 0.1 -0.19
C -2.036 0.628 0.586 0.1 -0.2 0.0 -0.18
C -2.978 1.653 0.519 0.0 0.0 -0.1 -0.10
C -1.329 -1.580 1.459 -0.1 -0.1 0.1 -0.21
C -1.489 -2.707 2.307 0.1 0.0 -0.1 0.02
C -0.536 -3.675 2.342 0.0 0.1 0.0 0.01
C 0.620 -3.552 1.536 0.0 -0.1 0.0 -0.15
C 1.658 -4.511 1.539 0.0 0.0 0.0 -0.03
C 2.764 -4.336 0.758 0.0 0.0 0.0 -0.07
C 2.876 -3.188 -0.053 0.0 0.1 0.0 -0.06
C 1.885 -2.246 -0.076 0.1 -0.1 -0.1 -0.04
C 0.728 -2.413 0.717 0.0 -0.1 0.0 -0.22
N -0.255 -1.463 0.686 -0.1 0.0 0.2 -0.02
H -4.888 2.393 1.162 0.0 0.0 0.0 0.10
H -5.376 0.418 2.567 0.0 0.0 0.0 0.10
H -3.773 -1.412 2.720 0.0 0.0 0.0 0.10
H -2.776 2.521 -0.101 0.0 0.0 0.0 0.10
H -2.365 -2.782 2.931 0.0 0.0 0.0 0.10
H -0.644 -4.539 2.986 0.0 0.0 0.0 0.12
H 1.555 -5.380 2.176 0.0 0.0 0.0 0.11
H 3.561 -5.068 0.764 0.0 0.0 0.0 0.10
H 3.762 -3.043 -0.657 0.0 0.0 0.0 0.11
H 2.001 -1.364 -0.696 0.0 0.0 0.0 0.09
C -0.227 -2.387 -3.472 -0.1 0.0 0.0 -0.04
O -0.007 -1.322 -2.535 0.1 0.0 0.0 -0.16
C -0.989 -0.673 -1.906 0.2 0.1 0.0 -0.29
C -2.386 -1.012 -2.301 0.0 0.0 0.1 -0.06
H -0.879 -3.149 -3.046 0.0 0.0 0.0 0.10
H 0.754 -2.807 -3.671 0.0 0.0 0.0 0.10
H -0.650 -1.995 -4.397 0.0 0.0 0.0 0.09
H -2.512 -1.137 -3.380 0.0 0.0 0.0 0.08
H -3.068 -0.249 -1.934 0.0 0.0 0.0 0.08
H -2.670 -1.958 -1.822 0.0 0.0 0.0 0.10
Br 1.497 0.876 -5.408 0.0 0.0 0.0 0.74
C 1.255 1.435 -3.621 0.0 0.1 0.1 -0.70
C 2.365 1.473 -2.733 0.0 0.0 -0.1 -0.11
C 2.180 1.960 -1.477 -0.1 0.1 0.1 -0.08
C 0.866 2.342 -1.054 0.1 0.0 -0.2 -0.28
N -0.200 2.133 -1.863 -0.1 -0.2 -0.2 -0.01
C 0.023 1.755 -3.153 -0.1 0.0 0.0 -0.22
H 3.342 1.165 -3.080 0.0 0.0 0.0 0.10
H 3.003 2.076 -0.786 0.0 -0.1 0.0 0.10
H 0.718 3.002 -0.211 0.0 -0.1 0.0 0.09
H -0.864 1.679 -3.771 0.0 -0.1 0.0 0.12
Se 1.344 0.748 1.760 -0.1 0.0 -0.2 0.76
C 1.656 2.615 1.974 0.2 0.1 0.1 -0.67
C 2.934 3.167 1.915 0.0 -0.1 0.0 -0.13
C 3.098 4.536 2.067 0.0 0.0 0.0 -0.16
N 2.098 5.388 2.274 0.0 0.0 0.0 0.05
C 0.878 4.857 2.342 0.0 0.0 0.0 -0.16
C 0.608 3.505 2.204 0.0 0.0 0.0 -0.13
H 3.800 2.535 1.760 0.0 0.0 0.0 0.09
H 4.093 4.967 2.019 0.0 0.0 0.0 0.10
H 0.062 5.551 2.515 0.0 0.0 0.0 0.10
H -0.412 3.147 2.268 0.0 0.0 0.0 0.10